Below is a cluster of 3 separate species, C24H41BrN3O4 in total, with properties calculated with ωB97M-V with the def2-TZVPD basis set.

Geometry as XYZ:
```
73
Properties=species:S:1:pos:R:3:forces:R:3
O -0.905791 0.311656 1.366082 0.2931 0.5744 0.0908
C -1.345763 1.212687 0.719283 -0.2367 -0.2215 -0.1508
O -0.603439 2.152781 0.112114 -0.1364 -0.3760 0.2397
C -2.852796 1.294684 0.557645 -0.3661 -0.1157 -0.1542
C -3.569857 2.494157 0.573172 0.3516 -0.2731 -0.0272
C -4.938558 2.458233 0.456005 -0.1154 -0.0017 -0.0131
N -5.562779 1.274137 0.317226 0.0300 0.0206 0.0216
Br -7.410139 1.260684 0.126871 -0.0080 0.0012 0.0081
C -4.905958 0.095274 0.313824 -0.1563 -0.0168 -0.0420
C -3.542330 0.078363 0.443020 0.4010 0.4110 0.1272
H -1.071433 2.547828 -0.635832 0.0412 0.1483 0.0327
H -3.074442 3.450296 0.692089 -0.0452 -0.0463 -0.0229
H -5.560856 3.343290 0.465037 0.0257 -0.0837 -0.0027
H -5.502028 -0.800138 0.204935 0.0223 0.0165 0.0069
H -3.013954 -0.870305 0.468913 -0.1842 0.0223 -0.0356
C 5.869848 4.101920 -2.902075 -0.0651 -0.0552 -0.0113
C 4.455870 4.700040 -2.874567 0.4335 -0.1192 -0.2100
C 4.184179 5.401933 -1.543479 -0.1192 0.0209 0.1907
C 4.045866 4.431508 -0.371049 0.0150 -0.0504 -0.0941
C 2.978069 3.374286 -0.652818 -0.0600 0.1927 0.0877
C 3.156335 2.650132 -1.991741 0.2675 -0.4595 -0.0443
N 3.397135 3.656396 -3.074581 -0.3541 0.4468 0.5467
O 2.309996 4.130963 -3.557687 0.0032 -0.0974 -0.2674
C 4.289079 1.617604 -1.901555 0.0312 0.0867 -0.1014
C 1.887928 1.891481 -2.353774 -0.2162 -0.1379 0.0960
C 4.363778 5.689449 -4.027796 -0.0593 0.1325 -0.0122
H 6.584317 4.909344 -3.059581 -0.0148 0.0256 -0.0294
H 6.158569 3.605922 -1.980780 -0.0145 -0.0002 0.0188
H 5.974673 3.393749 -3.724242 0.0018 0.0046 -0.0100
H 3.259706 5.980506 -1.637609 -0.0082 -0.0253 -0.0614
H 4.989355 6.116725 -1.361282 0.0150 0.0058 0.0282
H 5.003879 3.956142 -0.147631 0.0146 -0.0130 -0.0358
H 3.769695 4.987046 0.526627 0.0209 -0.0063 0.0247
H 2.967269 2.621741 0.139248 -0.0288 0.0006 0.0289
H 1.994808 3.856873 -0.644777 0.0120 0.0157 -0.0771
H 4.519323 1.216236 -2.888849 0.0140 -0.0026 -0.0040
H 3.964893 0.792454 -1.267206 -0.0499 0.0017 -0.0059
H 5.203541 2.008462 -1.468262 -0.0022 0.0172 0.0104
H 1.014782 2.540729 -2.341924 0.0406 0.0350 -0.0585
H 1.736433 1.090894 -1.627383 0.0347 -0.0016 0.0227
H 1.965026 1.448275 -3.346474 0.0281 0.0138 -0.0097
H 4.548300 5.193061 -4.980903 -0.0018 -0.0118 0.0001
H 5.125068 6.456378 -3.883413 0.0325 -0.0054 -0.0164
H 3.391291 6.170622 -4.074749 -0.0075 -0.0261 0.0082
C 0.058317 -4.616156 1.602348 -0.1231 -0.0791 -0.0727
C -1.101631 -3.615899 1.498762 0.4444 -0.2250 -0.1501
C -1.394343 -2.984609 2.860808 -0.1280 0.0395 0.1701
C -2.020068 -3.969364 3.846994 -0.0035 -0.0537 -0.0978
C -3.281148 -4.608784 3.264507 0.0277 0.2110 0.1198
C -3.094465 -5.220432 1.871261 0.0784 -0.5234 -0.1176
N -2.372848 -4.237228 0.998871 -0.3732 0.5542 0.5831
O -3.160168 -3.385041 0.449289 -0.0440 -0.0169 -0.2138
C -2.346175 -6.557782 1.952259 0.0813 0.0847 -0.0601
C -4.452157 -5.497843 1.239416 -0.1102 -0.0289 0.0206
C -0.692385 -2.559522 0.488327 0.0767 0.1210 -0.1428
H 0.991912 -4.057718 1.666388 -0.0138 0.0416 -0.0310
H 0.013933 -5.252244 2.480024 -0.0164 0.0026 0.0156
H 0.103896 -5.250841 0.717192 0.0106 0.0034 -0.0060
H -2.076659 -2.139065 2.718103 0.0062 -0.0079 -0.0554
H -0.462579 -2.574666 3.255991 -0.0006 0.0107 0.0223
H -1.297970 -4.737062 4.133382 0.0113 -0.0125 -0.0333
H -2.279922 -3.444296 4.767387 0.0157 -0.0139 0.0230
H -3.650950 -5.392872 3.928004 -0.0298 0.0030 0.0187
H -4.066797 -3.848389 3.206625 0.0135 0.0165 -0.0639
H -2.079421 -6.907615 0.954669 0.0068 -0.0093 -0.0017
H -3.002551 -7.299666 2.405650 -0.0439 0.0154 -0.0140
H -1.445476 -6.522152 2.556436 -0.0101 0.0168 0.0096
H -5.090077 -4.618107 1.240525 0.0199 0.0112 -0.0103
H -4.943605 -6.282919 1.814165 -0.0144 -0.0096 -0.0033
H -4.342158 -5.839079 0.210249 0.0161 -0.0191 0.0014
H -0.480112 -3.007284 -0.483727 0.0005 -0.0479 0.0202
H 0.197707 -2.038814 0.838359 0.0183 -0.0567 0.0345
H -1.480993 -1.829046 0.357664 0.2040 -0.0747 -0.0577
```
Forces are in eV/Å.

Computed properties:
* frontier orbital gap (alpha / beta): 4.62 / 5.83 eV
* expectation value of S²: 2.01
* max |F|: 0.017 hartree/bohr
* E_HOMO (alpha / beta): -9.7 / -10.9 eV
* multiplicity: 3
* total charge: +1

Löwdin atomic charge list, values in e, 5 entries: 0.167, -0.449, 0.148, -0.046, 0.050

***

Below is a structure of composition C6H11NO2 at a distorted geometry, with properties calculated with ωB97M-V with the def2-TZVPD basis set.

Geometry as XYZ:
```
20
Properties=species:S:1:pos:R:3:forces:R:3
C -1.665812 1.201516 0.800515 -0.0074 -0.0748 0.0042
C -0.559968 0.676332 -1.845889 0.0222 -0.0544 0.1591
C 1.767155 -0.118296 1.264332 0.1878 -0.3178 -0.1718
C -0.251619 -0.135035 -0.605609 1.3098 -0.0267 0.1726
C 0.393134 -1.405565 -0.807795 -0.6214 -0.9969 -0.2843
C 1.374237 0.236835 -0.152025 -1.0491 1.4315 0.2967
N 0.034543 -2.370681 0.021878 -0.0018 0.2580 -0.1313
O -1.210795 -0.089409 0.422574 0.2290 0.0312 -0.1249
O 1.998566 1.008659 -0.834032 -0.1296 -0.5252 0.1271
H 0.505530 -3.260398 -0.012847 0.0030 0.0838 0.0284
H -0.755127 -2.290383 0.657746 0.0816 0.0644 -0.0144
H -2.298251 1.648240 0.028156 0.0618 -0.0175 0.0262
H -0.828148 1.872666 1.015958 -0.0204 -0.0133 -0.0142
H -2.256552 1.062552 1.704968 0.0276 0.0547 -0.0318
H 0.179947 0.459837 -2.609542 -0.0023 -0.0130 0.0118
H -1.547211 0.393434 -2.214407 -0.0034 0.0369 -0.0146
H -0.530201 1.746021 -1.641084 -0.0431 0.0106 -0.0094
H 2.271745 0.739428 1.706527 -0.0328 -0.0055 -0.0495
H 0.912755 -0.421202 1.865448 -0.0645 0.0432 -0.0309
H 2.466072 -0.954551 1.235127 0.0529 0.0309 0.0510
```
Forces are in eV/Å.

Computed properties:
* frontier orbital gap: 9.06 eV
* energy relative to the best compared isomer or geometry (same formula, charge and spin): 84.0 kcal per mole
* max |F|: 0.035 hartree/bohr
* E_HOMO: -8.5 eV
* multiplicity: 1

Löwdin atomic charge list, values in e, 5 entries: -0.075, -0.023, -0.013, -0.475, -0.079

***

Below is a cluster of 9 separate species, C44H95N9 in total at a distorted geometry, with properties calculated with ωB97M-V with the def2-TZVPD basis set.

Geometry as XYZ:
```
148
Properties=species:S:1:pos:R:3:forces:R:3
C -12.960707 6.999225 18.106917 -0.2298 -0.4267 1.2859
C -12.554018 5.543628 18.271764 1.4526 0.4448 2.1745
N -13.066896 4.925025 19.546103 -0.0594 0.7854 -1.7175
C -13.356750 3.473467 19.419264 -0.3529 1.3389 1.6162
C -14.814100 3.183981 19.091575 0.1991 0.9384 1.0891
C -12.313896 5.375089 20.692495 2.0923 -1.8124 0.4349
C -13.168876 5.340093 21.941100 -1.3466 1.6615 -0.8069
H -12.575339 7.467098 17.216585 0.0734 0.0298 -0.3763
H -12.543873 7.499267 18.977200 0.0590 0.5360 -0.0778
H -14.037205 7.105086 18.208862 -0.1736 0.0410 -0.3369
H -12.941677 4.961052 17.499869 -0.3316 -1.0394 -1.5201
H -11.403862 5.546065 18.284709 -1.3175 -0.4800 -0.3104
H -12.745315 3.018904 18.683523 1.0391 -0.5594 -0.6787
H -13.133640 3.040345 20.410653 0.0653 -0.0888 -0.4789
H -14.980696 2.122533 19.218790 -0.3237 -0.2326 -0.2420
H -15.417505 3.776287 19.802385 0.0108 -0.4558 -0.2113
H -15.070531 3.546906 18.111211 -0.1494 -0.1263 -0.5563
H -11.869356 6.369682 20.470855 -0.5428 -0.5639 0.3979
H -11.392762 4.686020 20.877127 -0.9592 0.8373 -0.3870
H -13.746513 4.430723 22.055418 0.0635 -0.3165 -0.1102
H -13.894161 6.158800 21.750374 -0.0809 -0.5114 0.3741
H -12.719573 5.587056 22.879520 0.8182 -0.0202 0.4431
C -7.711406 2.634276 19.616506 -0.2888 1.5000 0.6139
C -7.092620 3.267356 20.861602 1.6384 0.8936 0.0492
N -7.251613 2.686316 22.183422 0.7746 -1.5637 0.0975
C -6.685546 3.585733 23.162227 0.9910 1.1959 0.1965
C -7.646945 4.684359 23.552623 -1.2648 0.0295 -0.0507
C -6.697877 1.316616 22.289847 -0.6233 -0.5057 -1.8202
C -5.195341 1.013661 22.217941 0.0860 1.1550 0.0164
H -7.549698 1.610848 19.404066 0.4752 -1.1112 0.1209
H -7.374562 3.209958 18.747699 -0.0686 -0.0826 0.1421
H -8.770167 2.795813 19.720252 -0.6808 -0.1601 -0.2676
H -5.977977 3.454423 20.707635 -0.9511 -0.1433 -0.1351
H -7.540828 4.256914 21.011418 0.1847 -0.0104 -0.6561
H -6.347678 3.081084 24.111528 -0.4054 0.0907 -1.0566
H -5.785214 4.180373 22.778683 -0.4842 -1.1559 0.1626
H -8.517230 4.224057 24.061856 0.3851 0.4471 0.0407
H -7.084836 5.348502 24.198742 -0.3201 0.3410 0.3620
H -8.089573 5.291693 22.720658 0.6765 -0.6029 0.4923
H -7.028461 0.788682 21.372874 -0.5956 0.1563 0.5691
H -7.194204 0.839826 23.123327 0.2054 -0.2028 0.4030
H -5.056885 -0.057158 22.393461 0.1122 0.2217 -0.0653
H -4.668614 1.596218 22.968756 0.3559 -0.1696 0.2406
H -4.762267 1.310117 21.235173 -0.3390 -0.3607 0.5721
C -17.627139 2.134745 23.591514 0.6383 0.7435 -0.6496
C -17.094993 1.030217 22.693427 1.3928 -0.3034 -0.6569
N -17.944065 -0.137414 22.664055 -0.0620 -0.2670 0.3057
C -17.594042 -1.142824 21.690856 -1.2660 -0.7059 -2.1537
C -17.552343 -0.658111 20.184136 0.2438 -1.6975 0.6110
C -18.110026 -0.705947 23.994872 0.7493 -0.8735 0.3296
C -16.802455 -1.210849 24.782844 0.4961 0.1684 -1.2560
H -17.515601 1.898613 24.645696 -0.3803 -0.0822 0.1182
H -18.643237 2.436219 23.305195 0.1298 -0.3201 0.3409
H -16.995348 3.022210 23.429072 -0.1419 -0.1571 0.0368
H -16.940858 1.406715 21.640439 -0.2810 -0.3177 1.1553
H -16.069394 0.692271 23.064255 -0.6635 0.6724 -0.3749
H -16.753866 -1.835718 21.858064 0.6480 0.8167 0.4618
H -18.407102 -1.891555 21.656092 -0.0764 0.3682 0.3736
H -17.079016 -1.507091 19.630679 -0.6264 0.4754 0.2254
H -18.558669 -0.468395 19.749873 0.7777 0.1396 0.4617
H -16.847469 0.131872 20.019897 0.0586 0.7863 -0.0882
H -18.808596 -1.567110 23.908213 0.4271 0.4951 0.0820
H -18.588922 0.038271 24.639060 0.0210 -0.1800 -0.1094
H -16.188385 -2.061928 24.302113 -1.2570 1.2532 0.5662
H -17.211764 -1.545800 25.721062 0.1708 -0.3499 0.4841
H -16.054866 -0.398284 25.010153 -0.8784 -0.6194 -0.2728
C -12.992335 -5.869075 19.146902 -0.7111 -0.5235 -0.1104
C -11.543985 -5.905869 19.563313 -0.5390 1.4898 0.2640
N -10.979381 -4.570213 19.884556 1.5507 -1.2186 -0.8568
C -11.037013 -3.607609 18.785312 -2.7652 -2.2886 -0.7913
C -10.585843 -4.239402 17.397982 -0.3242 2.2384 1.0130
C -11.494448 -4.051248 21.105293 -0.2751 -0.7135 0.7923
C -10.545051 -3.136566 21.801050 0.6903 1.3338 0.8880
H -13.558017 -5.330162 19.895465 -0.3714 0.1028 0.1678
H -13.415291 -6.896015 19.086349 0.2625 0.6311 -0.0892
H -13.140434 -5.354517 18.197657 -0.0704 -0.1405 -0.0621
H -11.483036 -6.489453 20.451495 0.2996 -0.4991 0.7911
H -10.994493 -6.407436 18.812537 0.9762 -0.3489 -0.7158
H -10.561174 -2.700988 19.019562 0.9838 1.0315 0.3554
H -12.176863 -3.364435 18.793268 1.4725 0.2248 -0.9722
H -9.512009 -4.491937 17.343794 -0.5348 0.1988 0.1663
H -10.856233 -3.477802 16.628071 0.4589 -0.6327 0.3650
H -11.187651 -5.099790 17.221943 -0.2576 -0.6788 -0.3433
H -12.468400 -3.631090 20.948630 -0.9687 0.7242 0.0079
H -11.649646 -4.895965 21.774691 -0.0878 -0.1771 0.0625
H -10.511219 -2.092587 21.468518 0.0360 -0.3083 -0.5155
H -10.631897 -3.005587 22.890470 -0.6551 -0.4495 -0.1660
H -9.582215 -3.592832 21.682156 0.7775 0.0464 -0.2774
C -13.825387 1.396193 14.498422 0.8520 0.4124 0.1454
C -13.369205 1.699144 15.948207 0.0309 -0.4025 -0.9158
C -12.003756 1.071159 16.258514 0.3754 1.0604 0.3092
C -10.846438 1.736769 15.604102 -0.1136 0.1214 0.4505
N -9.878954 2.263007 15.268516 -0.3644 -0.1639 -0.1790
H -14.717715 1.969685 14.258204 0.0657 0.0413 -0.2320
H -14.055681 0.346633 14.395916 -0.2726 -0.4234 0.1638
H -13.021808 1.551683 13.744678 -0.5094 0.3993 0.4886
H -14.121525 1.286458 16.607418 0.0130 -0.3269 0.3651
H -13.359799 2.760311 16.197433 0.1919 0.1280 -0.3423
H -11.946224 0.031816 15.984812 -0.2214 -0.5231 0.0357
H -11.807446 1.177779 17.334715 -0.0378 -0.3316 -0.2220
C -9.334133 3.039010 28.227411 -0.5961 0.9318 2.6845
C -9.168729 3.120707 26.767230 0.2063 -0.8287 -1.6824
C -8.953392 1.706969 26.177367 0.7042 1.1462 -1.8972
C -10.143252 0.889480 26.180855 0.3226 0.1236 0.1474
N -11.094683 0.257822 26.140688 -0.7657 -0.3750 -0.0121
H -10.212665 2.458989 28.591070 0.3868 0.1847 -0.6983
H -9.496495 4.050812 28.695630 0.3385 -0.8551 -0.4623
H -8.472551 2.574121 28.737658 -0.1229 0.2817 -0.3074
H -8.341091 3.749573 26.404096 -0.0545 -0.2055 0.5458
H -10.032145 3.506723 26.256796 -0.6164 0.4793 0.0066
H -8.163115 1.244316 26.742208 0.3617 -0.5542 -0.0871
H -8.649059 1.799873 25.067299 -0.1937 -0.2916 1.6715
C -6.090144 -2.915735 22.123927 -0.8504 0.5246 0.0529
C -6.789732 -3.862485 23.064175 0.1885 -0.7965 0.6641
C -6.584176 -3.422700 24.532254 2.7287 -0.6571 0.5337
C -7.051583 -2.071988 24.876921 0.0432 -2.7508 -0.8327
N -7.408140 -1.002182 24.971218 -0.6444 2.1480 0.4759
H -6.024420 -3.277420 21.113675 -0.2996 -0.2501 -0.4941
H -5.048076 -2.757952 22.426314 -0.3379 0.3767 0.2115
H -6.739467 -2.026775 22.141654 0.9236 0.3310 -0.2883
H -6.331377 -4.869801 22.919998 -0.5805 0.5048 0.5110
H -7.887829 -3.938308 22.962555 0.5795 -0.0013 -0.6060
H -5.435976 -3.299525 24.702942 -1.7512 -0.5683 -0.1696
H -6.917490 -4.267736 25.178855 -0.0058 1.1495 -0.0228
C -11.319892 1.853898 22.806809 1.2002 1.3024 0.3944
C -11.412524 0.349517 22.573631 0.3326 0.8235 -0.7526
C -12.769109 -0.016749 21.946122 1.2178 -2.9102 -0.7524
C -12.956750 0.120727 20.513324 0.3079 0.5274 -1.1879
N -13.087019 0.107542 19.365424 0.0365 0.1121 0.7376
H -12.137068 2.278723 23.395137 -0.1250 -0.2588 0.1245
H -11.312309 2.438758 21.857922 0.0166 -0.5607 0.4246
H -10.357536 2.163912 23.343261 -1.1668 -0.6017 -0.7238
H -11.303764 -0.216013 23.497774 0.0093 0.0968 0.0212
H -10.552825 0.125789 21.910430 -0.6070 -0.3735 0.2570
H -13.565023 0.421752 22.456302 -1.3662 0.8471 0.9228
H -12.928395 -1.141133 21.990066 0.1834 1.0178 0.5846
C -13.157952 4.329831 25.975213 -0.2614 1.8603 0.6699
C -14.384151 3.495648 25.795556 -0.8462 0.5518 -2.4053
C -14.306866 2.248925 26.587106 -0.2592 -1.4254 0.7506
C -14.142886 2.609754 27.999915 0.0171 0.3299 0.6773
N -13.985498 3.043214 29.056837 -0.0954 -0.4237 -0.4572
H -13.278945 4.785990 26.980090 0.3301 0.1191 -0.5692
H -13.035824 5.145656 25.234382 -0.0791 -0.5341 0.4064
H -12.254687 3.759054 26.061531 0.5193 -0.5142 -0.3683
H -14.644483 3.250076 24.721944 0.7349 0.0159 0.8823
H -15.291929 4.031844 26.092561 0.2212 0.1948 0.2150
H -13.438003 1.586186 26.337632 -0.9267 0.3374 -0.1410
H -15.301686 1.787635 26.451381 0.6948 -0.6025 0.2804
```
Forces are in eV/Å.

Computed properties:
* frontier orbital gap: 8.68 eV
* energy relative to the best compared isomer or geometry (same formula, charge and spin): 57.8 kcal per mole
* max |F|: 0.071 hartree/bohr
* E_HOMO: -8.2 eV
* multiplicity: 1
* SMILES string: CCN(CC)CC.CCN(CC)CC.CCN(CC)CC.CCN(CC)CC.CCCC#N.CCCC#N.CCCC#N.CCCC#N.CCCC#N

Löwdin atomic charge list, values in e, 5 entries: -0.089, -0.232, -0.180, -0.251, -0.080